## a
ORCA calculation (wB97M-V/def2-TZVPD) on a 3-piece molecular cluster, CH2F3NO overall.

Geometry as ORCA input:
```
! wB97M-V def2-TZVPD RIJCOSX def2/J DEFGRID3
* xyz 0 1
C -0.244 0.231 0.044
N -0.186 -0.700 0.986
O -0.951 0.109 -0.963
F 1.749 -0.127 -0.750
F 0.200 1.417 0.412
F -0.551 1.293 -2.200
H -0.506 -1.625 0.743
H 0.489 -0.598 1.728
*
```

Summary:
LUMO energy (spin up / spin down) = -0.43 / -4.88 eV
Kohn-Sham gap (spin up / spin down) = 0.40004 / 0.20547 hartree

=====

## b
ORCA calculation (wB97M-V/def2-TZVPD) on a single CH2F3NO molecule.

Geometry as ORCA input:
```
! wB97M-V def2-TZVPD RIJCOSX def2/J DEFGRID3
* xyz 0 1
N -1.409 0.468 -0.010
O -0.085 0.930 -0.042
C 0.938 0.026 0.005
F 0.875 -0.727 -1.116
F 0.641 -0.876 0.923
F 2.040 0.691 0.191
H -1.610 -0.228 0.768
H -1.390 -0.285 -0.720
*
```

Summary:
LUMO energy = 0.89 eV
Kohn-Sham gap = 0.44870 hartree

=====

Of them, the most stable is b and the least stable is a.